7
Properties=species:S:1:pos:R:3:forces:R:3 method="wB97M-V/def2-TZVPD" total_energy_ha=-931.747619 homo_ev=-9.6100 relative_energy_kj_mol=193.9 lumo_energy_ev=-1.5415 charge=0 largest_force_ev_per_a=3.38 homo_lumo_gap_ev=8.068
F 3.193177 -1.218759 1.037914 -0.12 0.55 -0.77
F 3.961441 1.154223 0.389286 0.21 0.44 0.60
F 3.567661 -0.361595 -1.450151 -0.34 -0.61 -0.12
Si 3.003542 -0.020616 -0.014464 -2.07 0.77 0.35
P 0.009243 0.962362 0.027470 3.17 1.16 0.08
H 0.029237 0.156404 -1.097470 -0.41 -1.21 -0.01
H 0.093943 0.161709 1.164209 -0.43 -1.08 -0.13



18
Properties=species:S:1:pos:R:3:forces:R:3 method="wB97M-V/def2-TZVPD" total_energy_ha=-2292.574178 homo_ev=-7.4214 lumo_energy_ev=-2.4707 charge=0 largest_force_ev_per_a=1.63 homo_lumo_gap_ev=4.951
C -1.202734 2.409019 0.450261 -0.06 0.06 -0.09
C -0.069838 1.465966 0.891110 0.03 0.13 0.02
Ga -0.690887 -0.444332 1.207423 -0.16 0.12 -0.03
B 0.096736 -1.517501 -0.476601 -0.30 0.24 0.65
C 1.691028 -1.483582 -0.622870 -0.14 -0.18 0.64
O -0.589583 -2.287348 -1.471133 1.10 0.40 -1.13
H -1.615078 2.961310 1.298132 -0.01 -0.08 0.01
H -0.882673 3.161720 -0.279815 0.04 -0.02 0.06
H -2.046421 1.871174 0.004518 0.06 0.02 -0.02
H 0.740666 1.483974 0.150534 -0.04 -0.02 0.05
H 0.376007 1.827134 1.822581 0.02 0.03 -0.08
H 0.123944 -1.123263 2.407807 0.06 -0.10 -0.02
H -2.272502 -0.555951 1.339196 -0.04 0.01 -0.01
H 2.181170 -2.464621 -0.770698 0.02 0.09 0.06
H 2.016733 -0.723617 -1.385628 0.09 0.10 0.19
H 2.087316 -1.040796 0.294400 0.26 -0.09 -0.11
H -1.173262 -1.700450 -1.969946 -0.82 -0.28 0.70
Ag 1.229378 -1.838836 -2.889273 -0.09 -0.41 -0.90



24
Properties=species:S:1:pos:R:3:forces:R:3 method="wB97M-V/def2-TZVPD" total_energy_ha=-4686.480736 homo_ev="-12.6596 / -12.6613" relative_energy_kj_mol=156.2 s2=6.117 lumo_energy_ev="-9.0569 / -7.6414" charge=+1 largest_force_ev_per_a=2.85 homo_lumo_gap_ev="3.603 / 5.020" multiplicity=5
Cr 2.583579 4.662870 -1.498181 -1.64 -2.21 0.73
Cl 1.171620 2.766772 -0.909601 1.65 2.19 -0.75
C -0.372442 -3.336447 2.650092 0.14 -0.07 0.05
O -1.219438 -2.407595 1.964611 -0.64 0.15 0.73
C -0.688727 -1.781312 0.936204 1.28 -0.95 -0.48
O 0.360357 -2.086421 0.417904 -0.10 0.42 -0.13
O -1.487471 -0.809651 0.555913 -1.41 0.96 0.07
C -1.291596 -0.205520 -0.708006 1.01 -0.32 -0.72
H 0.049017 -4.043966 1.941751 0.11 -0.01 0.07
H -0.979563 -3.847786 3.391137 -0.23 0.04 -0.19
H 0.409469 -2.799315 3.185659 0.14 0.02 -0.20
H -1.197568 -0.974648 -1.474940 -0.08 0.00 -0.04
H -0.357224 0.362775 -0.740810 0.08 -0.03 0.19
H -2.097476 0.470874 -0.975054 -0.32 -0.20 0.53
C 1.023430 0.883032 -4.412337 -0.12 -0.67 -0.38
Cl -0.748006 0.909801 -4.530092 0.36 0.17 0.33
Cl 1.699857 1.749783 -5.813963 0.10 -0.24 0.32
Cl 1.571731 -0.815397 -4.295940 -0.01 0.69 -0.17
H 1.386804 1.377806 -3.519482 -0.35 0.04 0.01
C 0.044140 1.966515 2.666649 -0.36 -0.12 0.02
Cl -0.565832 0.474085 3.390024 0.16 0.35 -0.02
Cl 1.733520 2.251616 3.116555 -0.18 0.01 -0.16
Cl -0.978393 3.352549 3.070605 0.09 0.00 0.18
H -0.049785 1.879571 1.591294 0.33 -0.23 0.01



40
Properties=species:S:1:pos:R:3:forces:R:3 method="wB97M-V/def2-TZVPD" total_energy_ha=-1995.654309 homo_ev=-19.2304 relative_energy_kj_mol=0.0 lumo_energy_ev=-11.9991 charge=+3 largest_force_ev_per_a=0.48 homo_lumo_gap_ev=7.231
Sn 0.270402 0.948509 -0.279515 0.04 -0.02 0.07
C 2.047121 3.696740 -0.926180 -0.04 0.05 0.04
O 1.825840 2.558230 -0.031991 -0.02 0.00 -0.08
C 2.654907 2.575044 1.160033 -0.04 0.02 0.06
C 2.799622 1.139608 1.597343 -0.10 0.17 0.00
O 1.464858 0.560142 1.602967 0.16 -0.30 -0.02
C 0.742791 0.422779 2.856358 -0.04 0.18 -0.02
C -0.373800 1.437652 2.847623 0.03 0.03 0.00
O -1.013635 1.343989 1.546506 -0.04 0.00 -0.02
C -2.453698 1.590274 1.576938 0.01 0.08 0.01
H 3.082262 3.680899 -1.258848 0.00 0.00 0.00
H 1.820386 4.617136 -0.392313 0.00 0.00 0.00
H 1.379546 3.571911 -1.773355 0.00 0.00 0.00
H 2.156335 3.186858 1.913798 0.05 0.04 0.00
H 3.622350 3.017275 0.922326 0.01 -0.04 -0.05
H 3.250423 1.057885 2.584444 -0.02 -0.02 0.01
H 3.382046 0.553784 0.887884 0.03 0.02 0.00
H 1.419167 0.586266 3.693686 0.01 -0.02 0.00
H 0.368610 -0.598625 2.888728 -0.02 0.01 0.01
H -0.010622 2.458058 2.976969 -0.02 0.00 0.02
H -1.105333 1.219475 3.625288 0.00 -0.03 -0.01
H -2.928707 0.813415 2.171613 0.00 0.01 0.01
H -2.812371 1.550259 0.553435 -0.01 -0.03 0.00
H -2.640698 2.574296 2.001625 0.00 0.01 -0.01
Cl 0.210665 1.726230 -3.653374 -0.03 0.01 0.01
C -1.431504 2.384263 -3.607885 0.02 0.01 0.00
Cl -2.098686 2.352212 -1.944527 0.07 0.07 0.01
H -2.075135 1.775003 -4.230293 0.00 -0.01 0.01
H -1.409676 3.418409 -3.930035 0.00 0.00 0.01
O 0.695667 -7.076163 -0.250702 -0.03 0.00 -0.02
C 0.457440 -5.965138 -0.343094 -0.15 0.18 -0.09
C -1.966941 -5.951862 -2.090868 0.09 0.06 0.07
C -1.901198 -4.562416 -1.879876 -0.37 -0.18 -0.25
C -0.612756 -3.917031 -0.984679 0.15 -0.17 -0.01
O -0.612570 -2.736998 -0.950538 -0.09 -0.21 0.02
N 0.258326 -4.753457 -0.400185 0.20 0.05 0.15
H -2.554731 -6.605177 -1.448288 0.00 0.00 0.01
H -1.419967 -6.430780 -2.901304 -0.02 0.00 -0.02
H -2.750738 -4.186991 -1.308626 0.04 0.02 0.07
H -1.735998 -4.031963 -2.821087 0.11 0.03 0.02



25
Properties=species:S:1:pos:R:3:forces:R:3 method="wB97M-V/def2-TZVPD" total_energy_ha=-974.602720 homo_ev=-8.6068 relative_energy_kj_mol=0.0 lumo_energy_ev=0.6935 smiles="[H]/N=C(/N)NCCc1ccccc1Cl" charge=0 largest_force_ev_per_a=3.28 homo_lumo_gap_ev=9.300
H 3.321033 2.084441 -0.756524 0.33 2.90 -0.66
N 3.270613 1.142961 -0.585774 -0.19 -3.02 1.26
C 2.280801 0.894752 0.197258 -0.77 0.91 -1.47
N 2.014893 -0.362755 0.647954 -0.48 -1.11 0.54
N 1.292705 1.833882 0.498406 1.16 -0.65 -0.52
C 0.204087 1.579954 1.362315 -1.84 1.44 -0.17
C -1.189557 1.307670 0.668325 0.82 -0.14 0.17
C -1.241432 -0.003247 -0.005998 0.17 -0.73 -1.40
C -0.456559 -0.249155 -1.148342 1.48 0.30 -0.22
C -0.352730 -1.495725 -1.764149 -1.30 0.93 1.16
C -1.117836 -2.546360 -1.322597 -0.84 0.78 1.47
C -1.889082 -2.353903 -0.153983 -0.60 -0.70 -1.21
C -2.028432 -1.070471 0.374186 0.04 -1.21 0.91
Cl -3.202951 -0.877391 1.652626 0.05 0.00 0.14
H 2.613743 -1.060196 0.229391 0.03 0.14 0.06
H 1.028039 -0.660220 0.680746 1.04 0.32 -0.08
H 1.468230 2.751388 0.147624 -0.08 0.29 -0.04
H 0.537795 0.797541 2.009168 -0.42 -0.36 0.87
H -0.038242 2.515310 1.888117 0.53 -0.39 0.51
H -1.298834 2.010186 -0.132052 0.03 0.94 -0.30
H -2.011482 1.479428 1.362620 0.17 -0.21 0.08
H 0.261023 0.506404 -1.548722 -0.96 -0.30 0.55
H 0.264614 -1.607246 -2.590175 1.01 -0.10 -1.49
H -1.241825 -3.407065 -1.932669 0.29 -0.96 0.03
H -2.488613 -3.210181 0.222251 0.34 0.95 -0.19



13
Properties=species:S:1:pos:R:3:forces:R:3 method="wB97M-V/def2-TZVPD" total_energy_ha=-249.368155 homo_ev=-9.3225 relative_energy_kj_mol=275.9 lumo_energy_ev=1.0854 smiles=C#C[C@]1(C)CN1 charge=0 largest_force_ev_per_a=0.48 homo_lumo_gap_ev=10.408
C 2.049536 -1.418283 -0.502670 -0.43 0.19 0.09
C 1.007983 -0.839671 -0.317911 0.34 -0.23 -0.08
C -0.164938 -0.008584 -0.089507 0.22 0.20 0.10
C -0.112956 1.351055 -0.756347 -0.01 0.04 -0.02
C -0.807458 -0.086052 1.247528 0.05 0.09 0.37
N -1.512310 -0.572050 0.068617 -0.08 -0.18 -0.04
H 2.981164 -1.922449 -0.646099 -0.24 0.06 0.00
H 0.098340 1.277072 -1.827128 -0.06 -0.05 0.15
H 0.673017 1.952009 -0.286000 -0.11 -0.05 -0.14
H -1.077778 1.847878 -0.617944 0.16 -0.06 -0.03
H -0.410895 -0.820954 1.944739 -0.09 0.16 -0.08
H -1.203746 0.824799 1.690117 0.07 -0.12 -0.05
H -1.519956 -1.584773 0.092604 0.17 -0.05 -0.27